The following is a quantum chemistry calculation of a 3-piece molecular cluster, C3H10NO2 overall, from the Open Molecules 2025 dataset.

Summary:
* HOMO level: -14.1 eV
* HOMO-LUMO gap: 8.80 eV
* energy relative to the best compared isomer or geometry (same formula, charge and spin): 3.276 eV
* total energy: -8849.064 eV
* LUMO energy: -5.3 eV
* charge: +1

Element x y z (Å)
C 0.904 -1.420 0.472
C 1.649 -1.720 -0.639
C 0.940 0.970 0.276
N 0.563 -0.079 0.879
H 0.700 -2.125 1.316
H 1.552 -2.764 -1.047
H 2.202 -0.952 -1.292
H 1.310 1.878 0.757
H 1.011 0.870 -0.825
H -0.040 -0.020 1.749
H -1.972 1.505 -1.716
H -0.684 1.213 -2.446
O -1.162 0.999 -1.642
H -2.365 0.776 2.167
H -2.607 0.582 0.646
O -2.001 0.287 1.345

***

The following is a quantum chemistry calculation of one molecule with the formula C20H19ClN6O5, from the Open Molecules 2025 dataset.

Summary:
* HOMO level: -7.9 eV
* HOMO-LUMO gap: 8.28 eV
* SMILES: COc1ccc(Cl)cc1NC(=O)Cn1nnc(C(=O)NCc2ccc3c(c2)OCO3)c1N
* total energy: -52731.695 eV
* LUMO energy: 0.4 eV

Element x y z (Å)
C 2.410 1.513 -5.588
H 3.286 1.008 -5.308
O 1.413 1.103 -4.998
C 0.109 1.662 -5.208
C -0.132 2.922 -5.995
C -1.458 3.207 -6.158
C -2.640 2.572 -5.478
C -2.170 1.619 -4.706
C -0.916 1.062 -4.490
N -0.878 -0.077 -3.761
C 0.026 -1.359 -4.020
O 0.612 -1.407 -4.984
C -0.223 -2.070 -2.909
N 0.005 -1.776 -1.657
C 1.076 -1.589 -0.737
N 2.079 -2.438 -0.840
H 2.397 -2.423 -1.841
H 2.743 -2.148 -0.126
C 0.664 -0.950 0.221
N -0.749 -0.672 0.069
N -1.004 -0.915 -1.030
C 1.309 -0.846 1.613
O 2.533 -1.163 1.637
N 0.619 -0.057 2.467
H 0.011 0.440 2.243
C 1.274 0.474 3.627
C 0.307 0.021 4.872
C 0.212 -1.500 4.779
C -0.777 -2.076 5.933
C -1.107 -1.204 6.871
C -0.532 0.135 6.914
C 0.147 0.835 5.971
H 0.387 1.731 5.919
O -1.208 0.838 8.124
C -1.867 -0.239 8.816
O -1.624 -1.617 7.958
H -2.755 0.159 8.902
H -1.505 -0.641 9.732
H -0.952 -3.077 5.851
H 0.410 -2.219 4.086
H 1.161 1.494 3.718
H 2.177 -0.206 3.815
H 0.606 -3.003 -2.991
H -1.235 -2.740 -2.929
H -1.282 -0.148 -2.759
H -3.159 1.166 -4.385
Cl -4.140 3.337 -5.862
H -1.648 4.127 -6.991
H 0.876 3.186 -6.544
H 2.387 1.310 -6.492
H 2.728 2.639 -5.354

***

The following is a quantum chemistry calculation of one molecule with the formula C4H8N2O, from the Open Molecules 2025 dataset.

Summary:
* HOMO level: -8.0 eV
* HOMO-LUMO gap: 8.89 eV
* SMILES: C[C@H](C=O)/N=C/N
* energy relative to the best compared isomer or geometry (same formula, charge and spin): 3.318 eV
* total energy: -9303.076 eV
* LUMO energy: 0.9 eV

Element x y z (Å)
C -0.706 0.508 -0.782
C -1.330 1.422 0.248
N 2.473 -0.893 0.194
C -1.030 -1.178 -0.265
C 1.160 -0.485 0.274
N 0.641 0.182 -0.716
O -1.817 -1.349 0.615
H -1.022 0.678 -1.812
H 2.979 -0.557 -0.612
H 3.006 -0.917 1.047
H -0.646 -1.839 -1.041
H 0.758 -0.510 1.292
H -0.762 1.440 1.180
H -2.326 1.059 0.515
H -1.380 2.440 -0.137

***

The following is a quantum chemistry calculation of C15H15BrNOPd as an isolated structure, from the Open Molecules 2025 dataset.

Summary:
* HOMO level (alpha / beta): 2.0 / -0.6 eV
* HOMO-LUMO gap (alpha / beta): 3.41 / 5.58 eV
* energy relative to the best compared isomer or geometry (same formula, charge and spin): 0.430 eV
* total energy: -92851.103 eV
* LUMO energy (alpha / beta): 5.4 / 5.0 eV
* multiplicity: 4
* charge: -2

Element x y z (Å)
C -1.136 3.208 0.225
C -0.673 2.174 1.097
C 0.009 1.193 0.284
H -0.751 2.132 2.175
C 0.017 1.671 -1.086
C -0.605 2.979 -1.080
H -0.599 3.714 -1.905
H -1.661 4.101 0.560
H 0.572 0.321 0.640
H 0.512 1.217 -1.950
Pd -2.268 1.038 -1.068
Br -3.347 0.872 1.593
C -3.158 0.116 -2.542
C -2.582 1.332 -3.077
C -3.196 2.428 -2.414
H -1.813 1.378 -3.822
C -4.106 1.920 -1.448
C -4.110 0.506 -1.549
H -4.620 -0.193 -0.893
H -2.882 -0.886 -2.814
H -2.933 3.470 -2.548
H -4.622 2.523 -0.716
O -0.030 -2.957 0.941
N 1.186 -3.403 0.998
C 1.972 -3.318 -0.119
C 3.273 -3.779 -0.087
C 3.780 -4.357 1.081
C 2.924 -4.526 2.173
C 1.630 -4.063 2.110
H 1.544 -2.833 -0.999
H 3.895 -3.658 -0.976
H 4.793 -4.744 1.109
H 3.250 -4.998 3.087
H 0.935 -4.137 2.932

***

The following is a quantum chemistry calculation of one molecule with the formula C24H23Cl2N3O3, from the Open Molecules 2025 dataset.

Summary:
* HOMO level: -7.7 eV
* HOMO-LUMO gap: 7.57 eV
* SMILES: CN(C)CCNC(=O)/C(=C/c1ccc(-c2ccc(Cl)cc2Cl)o1)NC(=O)c1ccccc1
* energy relative to the best compared isomer or geometry (same formula, charge and spin): 0.191 eV
* total energy: -60919.269 eV
* LUMO energy: -0.1 eV

Element x y z (Å)
C 0.705 7.086 3.013
N 0.309 5.717 3.242
C -0.551 5.213 2.198
H -0.738 4.156 2.370
H -0.134 5.349 1.184
H -1.502 5.749 2.236
C 1.379 4.830 3.634
C 2.505 4.571 2.608
N 2.148 3.600 1.597
C 2.387 2.285 1.778
O 3.060 1.818 2.670
C 1.870 1.401 0.660
C 2.600 1.251 -0.465
C 2.304 0.372 -1.559
C 2.949 0.220 -2.769
C 2.240 -0.762 -3.482
C 1.208 -1.172 -2.669
C 0.163 -2.152 -2.880
C -0.264 -2.431 -4.183
C -1.271 -3.335 -4.441
C -1.887 -3.986 -3.380
C -1.479 -3.751 -2.078
C -0.458 -2.848 -1.834
Cl 0.060 -2.667 -0.193
H -1.944 -4.272 -1.256
Cl -3.164 -5.105 -3.679
H -1.587 -3.531 -5.452
H 0.203 -1.907 -5.001
O 1.250 -0.475 -1.507
H 2.475 -1.140 -4.455
H 3.821 0.749 -3.094
H 3.503 1.829 -0.575
N 0.705 0.703 0.900
C -0.187 0.985 1.899
O -0.043 1.909 2.674
C -1.354 0.063 1.924
C -1.857 -0.341 3.156
C -2.933 -1.207 3.217
C -3.527 -1.658 2.049
C -3.050 -1.234 0.820
C -1.966 -0.377 0.753
H -1.618 -0.034 -0.212
H -3.521 -1.572 -0.091
H -4.367 -2.335 2.097
H -3.311 -1.529 4.176
H -1.385 0.025 4.055
H 0.511 -0.083 0.291
H 1.453 3.870 0.920
H 2.799 5.499 2.112
H 3.367 4.158 3.136
H 1.834 5.252 4.534
H 0.935 3.866 3.892
H -0.191 7.707 2.983
H 1.331 7.423 3.837
H 1.253 7.239 2.069

***

The following is a quantum chemistry calculation of a 12-piece molecular cluster, C5H35NO11S2 overall, from the Open Molecules 2025 dataset.

Summary:
* HOMO level (alpha / beta): -12.9 / -12.9 eV
* HOMO-LUMO gap (alpha / beta): 8.97 / 4.99 eV
* energy relative to the best compared isomer or geometry (same formula, charge and spin): 0.267 eV
* total energy: -51427.822 eV
* LUMO energy (alpha / beta): -3.9 / -7.9 eV
* multiplicity: 2
* charge: +1

Element x y z (Å)
N 0.708 1.687 0.973
C 0.194 2.749 1.786
C -0.690 3.785 0.950
S -1.936 2.960 -0.067
S -1.097 2.894 -1.915
C -0.851 1.095 -2.337
C -0.005 1.160 -3.614
C 1.342 0.485 -3.346
H -0.031 1.004 0.839
H 1.128 1.878 0.078
H 1.003 3.396 2.131
H -0.337 2.407 2.667
H -0.080 4.248 0.174
H -1.087 4.559 1.603
H -1.829 0.636 -2.464
H -0.338 0.647 -1.495
H -0.509 0.604 -4.405
H 0.141 2.136 -4.082
H 1.277 -0.471 -2.839
H 1.910 1.168 -2.699
H 1.939 0.451 -4.253
H 2.435 -2.102 4.025
H 2.264 -0.861 3.250
O 1.752 -1.623 3.531
H -2.081 -2.634 -1.515
H -0.809 -1.972 -1.437
O -1.612 -1.943 -1.982
H -1.470 -0.951 0.335
H -0.315 -1.583 1.205
O -0.552 -0.837 0.610
H 2.066 -0.589 0.682
H 3.443 -0.208 0.935
O 2.876 -0.988 1.037
H -1.432 -0.730 3.920
H -1.255 -0.395 2.488
O -1.955 -0.470 3.151
H 2.848 3.140 0.187
H 2.159 4.321 -0.218
O 2.800 4.069 0.453
H 2.864 -2.038 -0.357
H 2.374 -2.063 -1.763
O 2.181 -2.485 -0.913
H -3.595 0.609 1.441
H -3.664 -0.438 2.367
O -3.789 -0.337 1.401
H -3.666 -2.586 -0.529
H -3.048 -1.835 0.654
O -3.091 -2.716 0.233
H -0.390 -3.167 -3.065
H 0.987 -3.129 -2.498
O 0.350 -3.756 -2.867
H 0.873 -3.202 2.211
H -0.324 -2.916 3.129
O -0.078 -3.063 2.219

***

The following is a quantum chemistry calculation of C2H11CoN6 as an isolated structure, from the Open Molecules 2025 dataset.

Summary:
* HOMO level (alpha / beta): -0.3 / -4.1 eV
* HOMO-LUMO gap (alpha / beta): 3.99 / 7.64 eV
* energy relative to the best compared isomer or geometry (same formula, charge and spin): 1.656 eV
* total energy: -48812.412 eV
* LUMO energy (alpha / beta): 3.7 / 3.6 eV
* multiplicity: 4
* charge: -1

Element x y z (Å)
C 1.403 0.972 -1.803
Co -0.330 0.396 -1.385
N -2.251 -0.106 -1.383
H -0.531 0.613 -2.863
H -2.358 -1.117 -1.506
H -0.421 1.652 -2.280
H 1.531 1.380 -2.806
H 1.988 0.057 -1.694
H 1.690 1.719 -1.057
H -2.706 0.111 -0.494
H -2.801 0.348 -2.118
N 0.897 0.058 3.689
N 0.663 -0.406 2.396
N 0.506 -1.713 2.151
C 0.132 -1.713 0.853
N 0.023 -0.466 0.388
N 0.324 0.395 1.390
H 1.122 1.033 3.863
H 1.170 -0.585 4.407
H -0.052 -2.630 0.253

***

The following is a quantum chemistry calculation of C2HN3O3 as an isolated structure, from the Open Molecules 2025 dataset.

Summary:
* HOMO level (alpha / beta): -10.2 / -10.2 eV
* HOMO-LUMO gap (alpha / beta): 8.26 / 8.42 eV
* energy relative to the best compared isomer or geometry (same formula, charge and spin): 9.484 eV
* total energy: -12694.637 eV
* LUMO energy (alpha / beta): -1.9 / -1.8 eV

Element x y z (Å)
C -1.172 -0.140 -0.113
C -0.706 -1.464 -0.126
N -0.515 0.978 0.172
N -0.238 -2.505 -0.113
N 2.147 0.361 0.532
O 1.099 0.850 0.895
O 2.328 -0.117 -0.511
O -0.830 2.137 0.057
H -2.112 -0.099 -0.793

***

The following is a quantum chemistry calculation of a 2-piece molecular cluster, C6H14NO2P overall, from the Open Molecules 2025 dataset.

Summary:
* HOMO level (alpha / beta): -7.3 / -7.3 eV
* HOMO-LUMO gap (alpha / beta): 7.95 / 7.95 eV
* energy relative to the best compared isomer or geometry (same formula, charge and spin): 3.357 eV
* total energy: -21319.834 eV
* LUMO energy (alpha / beta): 0.6 / 0.6 eV

Element x y z (Å)
C -0.331 1.799 1.200
C 0.975 -0.745 -1.484
C 2.378 -0.962 1.843
C -2.062 1.041 -1.989
C 1.014 -0.780 2.489
C -2.342 -0.225 -1.199
N 1.121 -0.023 -2.471
O -0.030 -0.900 1.541
O -1.824 -0.176 0.121
P -0.331 0.251 0.464
H -0.776 2.548 0.561
H 0.647 2.110 1.548
H 1.322 -1.755 -1.271
H 2.435 -1.938 1.368
H 2.527 -0.197 1.082
H 3.165 -0.886 2.588
H -2.464 1.903 -1.464
H -0.988 1.160 -2.108
H -2.528 0.976 -2.968
H 0.949 0.194 2.989
H 0.828 -1.567 3.228
H -1.923 -1.092 -1.722
H -3.418 -0.375 -1.071
H 1.656 -0.361 -3.275

***

The following is a quantum chemistry calculation of a 7-piece molecular cluster, C4H23NO7 overall, from the Open Molecules 2025 dataset.

Summary:
* HOMO level: -9.6 eV
* HOMO-LUMO gap: 9.70 eV
* SMILES: COC[C@H](C)N.O.O.O.O.O.O
* energy relative to the best compared isomer or geometry (same formula, charge and spin): 1.652 eV
* total energy: -20343.088 eV
* LUMO energy: 0.1 eV

Element x y z (Å)
C 1.785 -0.296 -1.351
C 0.708 -0.763 -2.323
C 1.348 -1.560 -3.528
O 2.274 -0.744 -4.228
C 3.052 -1.517 -5.067
N -0.185 -1.563 -1.482
H 2.554 0.320 -1.817
H 2.309 -1.134 -0.892
H 1.402 0.473 -0.679
H 0.107 0.079 -2.665
H 0.667 -2.050 -4.225
H 1.974 -2.365 -3.143
H 3.884 -0.914 -5.431
H 2.519 -1.885 -5.944
H 3.490 -2.382 -4.568
H -0.835 -0.938 -1.028
H -0.832 -2.058 -2.078
O -3.198 2.753 0.122
H -2.737 2.364 0.865
H -2.701 3.545 -0.082
O -2.325 4.399 3.839
H -2.612 5.040 3.188
H -2.271 3.574 3.355
O -0.266 1.017 4.329
H 0.299 1.716 4.001
H 0.045 0.856 5.220
O -0.757 -1.708 4.436
H -1.348 -1.856 5.174
H -0.637 -0.758 4.412
O -1.592 1.489 1.922
H -1.354 0.722 1.401
H -1.180 1.337 2.773
O -1.312 -1.392 1.677
H -1.475 -1.720 2.561
H -0.801 -2.082 1.255